1.
The following is a DFT calculation (ωB97M-V/def2-TZVPD) of one molecule with the formula C2H8N4S at a distorted geometry.

Last column: Löwdin charge in e.
Atoms and positions in Å:
H: -0.0505 2.5081 0.2299  0.07
N: 1.2647 -1.3581 0.1873  0.03
H: 1.6237 -0.4735 -0.1821  0.09
N: 0.0162 -1.7243 -0.3329  -0.13
H: -0.2477 2.0870 1.9674  0.07
C: 0.0628 1.7790 1.0126  -0.10
N: -0.6583 0.4267 -0.7911  -0.05
C: -0.6006 -0.9115 -1.2216  -0.91
H: 1.0888 1.5452 0.9942  0.05
S: -1.0776 -1.4562 -2.7168  0.58
H: 0.0354 -2.6961 -0.6252  0.11
H: -1.1358 1.0199 -1.4619  0.12
H: -0.7261 -0.1134 1.1671  0.10
N: -0.8475 0.7034 0.5778  -0.10
H: 1.2525 -1.3362 1.1953  0.07

Output
Net charge: 0
SMILES string: CNNC(=S)NN
Highest occupied orbital energy, eV: -8.26
Relative energy (zero: lowest compared OMol25 entry of this formula, charge and spin), kJ/mol: 88.77
LUMO, Eh: 0.028
Frontier orbital gap, eV: 9.02



2.
The following is a DFT calculation (ωB97M-V/def2-TZVPD) of one molecule with the formula C5H9PS2 at a distorted geometry.

Last column: Löwdin charge in e.
Atoms and positions in Å:
H: 0.9606 0.2593 -1.6350  0.07
H: 1.8019 0.6096 0.5439  0.07
C: -0.0139 1.3481 -0.0644  -0.76
C: 0.8790 0.6743 1.0186  -0.22
H: -0.2239 -0.8274 2.1585  0.08
H: -0.5458 0.9616 -2.2548  0.07
H: 1.3761 -1.3232 1.4949  0.03
P: -0.0731 -2.0936 0.0837  0.83
S: -1.7356 1.5328 0.3955  0.55
C: -1.1967 -1.0488 -0.8877  -0.87
S: -2.4990 -0.3836 0.0325  0.46
H: 0.9454 -1.7574 -0.8503  -0.06
C: 0.0268 0.7646 -1.3869  -0.07
H: 0.2498 2.4149 -0.0278  0.10
C: 0.4685 -0.8259 1.2743  -0.47
H: 0.8667 1.2140 2.0257  0.14
H: -1.2868 -1.5194 -1.9207  0.05

Output
Net charge: 0
Highest occupied orbital energy, eV: -7.82
Relative energy (zero: lowest compared OMol25 entry of this formula, charge and spin), kJ/mol: 45.72
LUMO, Eh: 0.005
Frontier orbital gap, eV: 7.96



3.
The following is a DFT calculation (ωB97M-V/def2-TZVPD) of a 3-piece molecular cluster, C4H12O4 overall at a distorted geometry.

Last column: Löwdin charge in e.
Atoms and positions in Å:
H: 0.3739 2.3961 1.9460  0.03
H: -0.9348 3.1165 2.5848  -0.04
O: -0.0366 3.3324 2.3685  -0.23
O: 0.5106 0.9530 1.4775  -0.35
H: 1.1154 -0.3947 -0.9532  0.10
H: 0.2818 -1.4240 0.0898  0.09
C: -0.8262 -2.2116 -2.2081  -0.63
H: 2.8363 -0.2541 2.0498  -0.04
O: 2.7870 0.5965 2.3688  -0.09
O: -0.7323 -2.1669 -3.4982  -0.38
C: -0.2047 0.7511 0.3451  -0.45
H: 1.9370 1.0312 2.2665  -0.04
H: -1.8999 -0.8186 -1.0148  0.05
H: -0.9248 -0.1882 -2.3748  0.09
C: 0.1518 -0.4893 -0.4581  -0.23
H: -0.1813 1.5980 -0.4640  0.11
C: -0.9663 -0.8021 -1.4635  -0.21
H: -1.8229 -2.8129 -1.9731  0.05
H: -0.1500 -3.0238 -1.8081  0.06
H: -1.3141 0.8113 0.7193  0.11

Output
Net charge: -2
Highest occupied orbital energy, eV: 0.69
Relative energy (zero: lowest compared OMol25 entry of this formula, charge and spin), kJ/mol: 164.29
LUMO, Eh: 0.234
Frontier orbital gap, eV: 5.69



4.
The following is a DFT calculation (ωB97M-V/def2-TZVPD) of an isolated ion of composition C6H9NO4P and charge -1 at a distorted geometry.

Last column: Löwdin charge in e.
Atoms and positions in Å:
C: 0.2505 -1.5833 -0.6625  0.11
H: 1.3584 -1.7166 -0.8357  0.10
H: -1.2211 1.2662 2.2085  0.12
H: -0.1215 2.5780 -2.4828  0.02
H: -1.2375 2.0199 -1.1947  0.06
O: 2.3028 2.2646 -1.7357  -0.42
H: 1.4425 1.8360 1.0417  0.06
H: -0.4456 -2.2667 -1.1952  0.09
O: -2.4137 0.2212 0.4674  0.04
C: -0.3881 -0.6330 -0.0061  -0.26
H: -0.7802 -0.5625 2.6379  0.10
O: 1.7187 -0.1977 -1.9899  -0.41
O: -2.5279 -1.3273 -0.9406  0.06
C: 0.0883 0.3333 0.9145  -0.39
C: 1.0953 1.0834 0.4064  -0.08
H: -0.8493 1.2191 -2.8379  -0.02
C: -0.3933 0.4525 2.2843  -0.08
C: -0.4364 1.6170 -1.9646  -0.16
H: 0.4920 0.6749 2.9264  0.09
N: -1.9203 -0.6413 -0.1731  -0.38
P: 1.4035 1.1158 -1.3701  0.34

Output
Net charge: -1
SMILES string: C=C(/C(C)=C\[P@@](C)(=O)[O-])[N+](=O)[O-]
Highest occupied orbital energy, eV: -4.86
Relative energy (zero: lowest compared OMol25 entry of this formula, charge and spin), kJ/mol: 166.48
LUMO, Eh: 0.123
Frontier orbital gap, eV: 8.21



5.
The following is a DFT calculation (ωB97M-V/def2-TZVPD) of one molecule with the formula C5H11ClNOP at a distorted geometry.

Last column: Löwdin charge in e.
Atoms and positions in Å:
N: 0.3708 0.5503 0.9472  -0.45
H: 1.8713 -2.3428 0.1727  0.08
H: 0.2259 -0.9949 -1.7928  0.03
H: -2.0255 -0.0179 -1.8280  0.07
C: 1.5303 -1.3912 -0.0428  -0.23
C: 0.3722 -1.5739 -0.9253  -0.04
H: 1.9768 -0.0905 1.8214  0.10
Cl: -1.9133 -0.8579 1.0453  0.68
H: -0.2089 -2.4117 -0.9045  0.02
C: -0.7847 0.2256 0.2555  -0.75
H: -2.0083 1.5874 -2.4436  0.11
C: 1.1500 -0.6131 1.2671  -0.24
C: -2.2388 0.9797 -1.5490  -0.10
O: -1.3447 1.2858 -0.5310  -0.23
P: 0.9492 2.1692 0.7684  0.92
H: 0.6424 -1.2291 1.9981  0.09
H: 0.3377 2.5204 1.8602  -0.14
H: -3.1673 1.2196 -1.1315  0.07
H: 1.9774 1.7817 1.5761  -0.11
H: 2.2875 -0.7964 -0.5636  0.11

Output
Net charge: 0
Highest occupied orbital energy (alpha / beta), eV: -7.10 / -7.01
Relative energy (zero: lowest compared OMol25 entry of this formula, charge and spin), kJ/mol: 482.38
LUMO (alpha / beta), Eh: 0.032 / 0.032
Frontier orbital gap (alpha / beta), eV: 7.96 / 7.88



6.
The following is a DFT calculation (ωB97M-V/def2-TZVPD) of C9H13O3PS as an isolated structure at a distorted geometry.

Last column: Löwdin charge in e.
Atoms and positions in Å:
C: 0.1007 1.2769 2.2612  -0.14
H: 0.3420 1.8476 3.1069  0.00
O: -2.5282 -0.5413 -0.9612  -0.57
C: 1.1784 -1.4427 0.4307  -0.21
C: 0.4812 1.5264 0.7668  -0.22
H: 1.5422 1.4939 0.6044  0.07
O: -2.7789 0.3080 1.4576  -0.44
H: 0.1421 2.5478 0.4404  0.11
H: 1.5953 -0.0344 -1.6619  0.03
P: -2.3347 0.5952 0.0279  0.13
S: -1.1824 -2.1323 -0.4355  1.01
H: 1.0890 0.1705 -3.2518  0.02
H: 1.8448 -0.7875 0.8430  0.06
O: -2.8758 1.9211 -0.5637  -0.47
H: -0.2042 2.1559 -1.6554  0.09
H: -0.2599 -4.4178 0.2774  0.04
C: -0.4062 0.6207 -0.1721  -0.42
H: -0.9466 0.4658 -2.1865  0.10
H: 1.8996 -3.3710 1.1932  0.07
H: 0.1924 0.2034 2.7643  0.10
C: 1.1698 0.6966 -2.3434  -0.12
H: 2.0122 1.5775 -2.4400  0.10
C: 1.1751 -2.8087 0.6227  -0.26
C: -0.0051 -3.3142 0.2020  -0.44
C: -0.0213 -0.9426 0.0202  -0.44
H: -1.0373 1.3338 2.2753  0.05
C: -0.1843 1.0515 -1.6227  -0.26

Output
Net charge: -2
Highest occupied orbital energy, eV: -0.16
LUMO, Eh: 0.207
Frontier orbital gap, eV: 5.78



7.
The following is a DFT calculation (ωB97M-V/def2-TZVPD) of C6H18Li2O4 as an isolated structure at a distorted geometry.

Last column: Löwdin charge in e.
Atoms and positions in Å:
H: -1.1548 -1.0157 4.1982  0.07
C: 0.4972 1.0167 -2.7414  -0.67
Li: -0.7037 1.4882 -0.0999  0.72
C: -1.5083 1.3494 3.0974  -0.08
C: -0.4329 -0.9260 3.3727  -0.07
C: 0.8440 -0.1797 -3.6046  -0.08
H: 0.1345 -1.0047 -3.4691  0.07
C: -0.9405 1.4536 -3.0271  -0.09
Li: 1.0822 -0.4647 0.0843  0.65
O: -0.0100 -2.1717 0.1530  -0.07
H: 3.8407 -0.8737 0.1616  0.06
H: -0.7129 1.9240 3.5782  0.08
H: -0.4692 -1.9299 2.9329  0.05
C: -0.9080 0.1358 2.3717  -0.68
H: -2.2699 1.0625 3.8247  0.07
O: 0.6858 0.7938 -1.3991  -0.42
H: -1.9582 2.0271 2.3610  0.06
H: -0.3486 -2.7278 0.8573  0.05
H: -1.0906 2.4803 -2.6614  0.07
H: -1.1844 1.5124 -4.0915  0.07
H: -0.4678 -2.4394 -0.6476  0.06
H: 0.5487 -0.7243 3.7974  0.08
H: 1.8489 -0.5373 -3.3760  0.07
H: -1.7595 -0.3411 1.8197  0.12
H: 3.0461 -1.8540 1.0286  0.05
O: 0.0866 0.5175 1.5001  -0.43
H: 1.1486 1.8437 -3.1016  0.13
O: 2.9839 -1.2981 0.2474  -0.07
H: 0.7926 0.1140 -4.6579  0.07
H: -1.6206 0.7693 -2.5089  0.07

Output
Net charge: 0
Highest occupied orbital energy, eV: -7.81
Relative energy (zero: lowest compared OMol25 entry of this formula, charge and spin), kJ/mol: 0.00
LUMO, Eh: 0.003
Frontier orbital gap, eV: 7.90



8.
The following is a DFT calculation (ωB97M-V/def2-TZVPD) of a 8-piece molecular cluster, C4H22NO7 overall at a distorted geometry.

Last column: Löwdin charge in e.
Atoms and positions in Å:
C: 0.7127 1.9096 0.2919  -0.34
H: -1.3549 2.7721 -0.2607  0.11
H: 2.3305 -3.6201 -0.0243  0.04
O: 1.0735 -1.2371 -1.5463  -0.11
O: 1.3843 -3.6959 -0.0439  -0.07
H: 0.2480 1.2299 -4.1698  0.06
H: -3.4722 -0.7062 0.0584  0.13
H: 1.5499 -0.3583 3.7361  0.05
C: 1.8885 1.6697 -0.2474  0.11
H: 2.4573 0.8361 -0.0166  0.05
N: 0.2951 1.2196 1.4763  0.10
H: -0.1363 3.0289 -1.3405  0.10
H: -1.8250 -1.5312 -2.2794  0.07
C: -0.2521 2.9521 -0.2262  -0.03
H: 1.2933 -2.9034 -0.6897  0.03
H: 0.7427 -1.4397 2.8233  0.04
H: -0.0293 3.8283 0.2011  0.04
O: 0.8051 -0.5578 3.2164  -0.07
H: 1.2925 -1.9273 -2.2412  0.10
H: -3.8240 0.1762 1.2081  -0.02
H: 0.8414 0.4317 1.7114  0.09
O: 0.0315 -1.8161 1.3504  -0.05
H: 0.1469 -2.7457 1.4083  0.03
H: -0.7291 0.1872 -3.7639  0.00
O: -3.3487 0.2898 0.4352  -0.09
H: -0.0491 -1.5688 0.4172  0.04
H: 0.4788 -0.4959 -1.8423  0.03
O: 0.1958 0.2708 -3.9963  -0.06
H: -1.0255 2.6445 2.5101  0.15
C: -0.4310 1.6946 2.4059  0.17
H: -2.5105 -0.2471 -2.0659  0.08
H: 2.2420 2.3496 -1.2339  0.18
H: -0.6633 1.1271 3.3346  0.13
O: -1.5889 -0.6238 -2.0604  -0.07

Output
Net charge: +1
Highest occupied orbital energy, eV: -13.81
Relative energy (zero: lowest compared OMol25 entry of this formula, charge and spin), kJ/mol: 448.03
LUMO, Eh: -0.154
Frontier orbital gap, eV: 9.61



9.
The following is a DFT calculation (ωB97M-V/def2-TZVPD) of one molecule with the formula C7H10N2O2S2 at a distorted geometry.

Last column: Löwdin charge in e.
Atoms and positions in Å:
S: 0.0364 -1.5745 0.3597  1.07
C: 2.5096 -0.2615 -0.1765  -0.49
C: -2.5663 -1.9425 0.9119  -0.17
H: -1.3542 -0.0457 -1.4600  0.03
C: -2.1394 -0.5377 -0.9699  -0.11
O: 4.4519 -1.1649 -0.6300  0.01
H: -3.6320 -1.6934 0.7322  0.09
S: 3.0523 1.3210 -0.4238  1.15
C: 1.4535 1.9039 -0.0672  -0.62
H: -2.6865 -2.2575 1.9214  0.06
H: -2.3205 -1.4836 -1.4514  0.08
N: 0.5507 0.9842 0.1570  0.03
H: 0.5066 3.4037 0.9500  0.09
H: 2.0660 4.0105 0.1071  0.11
H: -2.2564 -2.8778 0.3686  0.08
C: -1.6465 -0.8099 0.4823  -0.60
H: 0.3899 3.7335 -0.7641  0.10
H: -2.9782 0.1531 -0.9076  0.09
H: -1.5875 -0.0765 1.2086  0.07
C: 1.0538 -0.2583 0.0945  -0.59
N: 3.2734 -1.3955 -0.3141  -0.42
O: 2.7163 -2.4830 -0.1454  0.02
C: 1.1071 3.3524 0.0167  -0.09

Output
Net charge: 0
Highest occupied orbital energy (alpha / beta), eV: -8.48 / -8.48
Relative energy (zero: lowest compared OMol25 entry of this formula, charge and spin), kJ/mol: 287.03
LUMO (alpha / beta), Eh: -0.028 / -0.028
Frontier orbital gap (alpha / beta), eV: 7.72 / 7.72